(1)
145
Properties=species:S:1:pos:R:3:forces:R:3:mulliken_charge:R:1 method="wB97M-V/def2-TZVPD" lumo_energy_ev=0.454 largest_force_ha_per_bohr=0.0657 smiles=COC[C@H](C)N.COC[C@H](C)N.COC[C@H](C)N.COC[C@H](C)N.COC[C@H](C)N.OCCO.OCCO.OCCO.OCCO.OCCO.OCCO de_lowest_ev=1.484
O -0.4861 -2.4226 -2.9045 1.0507 0.7014 -0.2383 0.0116
O -1.2844 -0.1167 -4.4966 0.1419 -1.3742 0.2954 -0.6562
O 1.8513 -0.9266 -2.5995 -0.3164 -1.8692 -1.5659 -0.2169
O 2.5693 6.3790 0.3323 0.1353 -0.5978 -0.1774 -0.5168
O -3.3692 3.9052 2.1863 0.0321 0.0807 0.8365 -0.6492
O -2.1043 -4.3051 2.5079 -0.1794 -0.0658 0.6887 -0.4970
O 0.0755 -2.5227 3.0749 -0.8772 0.1171 -0.2173 0.2192
O 2.1593 -1.3400 4.1774 3.1168 1.2866 0.2474 -0.6115
O -2.5081 -0.6612 2.6054 -1.0304 0.4395 -0.7940 -0.2343
O -1.8707 2.6609 0.2366 -0.5643 -1.1295 0.5770 0.4415
O 2.5578 3.1307 0.6311 0.5651 -0.7662 -1.6503 -0.2739
O 1.7492 -5.7201 0.1877 0.0758 0.4907 -0.3973 -0.7592
O -6.3416 0.5718 -4.8372 0.2165 -2.0812 0.5223 -0.3307
O 3.6404 0.6041 1.3910 -0.0970 -0.5488 0.3052 -0.4369
O -0.8793 -5.6577 0.1987 -0.7997 -0.4009 0.2000 -0.6022
O 5.4657 -3.4688 -2.2485 -0.2220 -0.4677 2.3829 -0.2947
O 2.7441 3.0776 4.9433 -0.4252 -1.1769 1.4855 -0.4042
N 3.9665 -4.1604 1.1768 0.0161 -0.2000 -0.2029 -0.4306
N 2.7707 4.6585 2.9876 -0.7937 0.6850 -1.0554 -0.5434
N -3.6922 1.2612 -5.5712 -0.5803 -0.2973 -1.4377 -0.6952
N -4.2411 -2.1614 0.6553 -0.4029 0.4727 1.1058 -0.7529
N -0.2704 1.2364 -1.7654 0.0786 -0.6074 -2.4257 0.0917
C 4.5747 -3.3421 0.0547 0.6030 0.2938 1.7310 2.1091
C 5.3965 -4.1298 -3.4430 0.4411 -0.6719 -2.1563 -0.7965
C 0.7799 0.4810 -1.0140 -0.1374 1.0287 0.3048 1.3601
C -2.0512 0.2359 3.5851 1.0087 0.3430 0.5303 -0.3971
C -4.2933 1.5863 -4.2784 -0.0894 -0.4944 -0.3723 1.7425
C -2.0508 -1.3440 -4.4204 -0.8353 0.7116 -0.3187 0.1887
C -4.8361 0.0035 -0.3095 0.9214 -1.0239 -1.1498 -1.7814
C 2.7751 0.4033 2.4967 0.7004 -0.2314 1.3130 0.6280
C 3.2947 5.3414 -0.3892 -1.5163 0.3399 -0.9138 -0.9154
C 1.4427 3.5260 4.6169 0.0462 1.3488 0.2130 -0.6875
C -0.4668 -3.4618 4.0260 0.2387 -0.0859 -0.5200 -0.6031
C 4.9269 -4.2559 -1.1653 0.2356 0.8272 1.3737 -0.9203
C 3.0576 -1.4151 -3.2379 -0.7056 2.4906 0.5095 -0.9708
C -3.5576 -0.0280 1.7829 0.6058 0.9075 1.5022 -0.6379
C 2.0436 0.1460 -1.7583 1.2459 1.6031 -0.2155 -1.4071
C -3.4681 4.2665 0.8600 -1.8777 0.6000 -1.3130 -0.8169
C 0.5572 5.3860 3.1948 -1.4452 1.0864 -1.3378 -1.1358
C -3.6976 2.8605 -3.8592 0.8711 1.6570 0.7526 -1.2703
C -0.2030 -4.7810 -0.7030 -0.9108 -0.2703 0.3124 -0.3552
C 0.1701 -0.7442 -0.3833 -1.0603 0.2589 0.8674 0.6451
C -1.1992 -2.5553 -4.0909 -1.7039 -0.5348 -0.4050 -0.8654
C -5.7796 1.6910 -4.2625 -1.2943 1.2549 0.7293 -1.0891
C -3.7792 -0.7449 0.5069 -1.5724 -1.8211 -0.7564 1.9073
C 2.4983 3.9745 -0.5002 -0.7762 1.4525 0.9559 0.1242
C 1.0993 -4.4477 -0.0575 1.5512 0.3079 0.1446 1.6843
C 5.8329 -2.6319 0.5771 1.4277 -0.4168 -2.0639 -1.6898
C 3.0795 -1.0099 3.0918 -2.3584 1.9460 0.3086 -0.2313
C -1.0106 -4.6907 3.3104 0.1372 0.8556 0.6772 -0.4410
C 2.7570 2.1006 6.0063 0.1573 -0.0312 -1.4714 -0.9654
C 1.6914 4.8699 3.9493 1.8593 -0.6764 0.7165 0.5487
C -2.2301 4.0113 0.0833 1.2241 -0.5265 0.0171 0.0319
C -7.6911 0.3677 -4.5231 -0.7203 1.9941 -1.7988 -0.8220
H 3.4305 -0.5366 -3.7915 0.6796 -0.2943 0.4068 0.3989
H 0.7235 6.4372 2.8948 -0.0102 -0.4072 0.0298 0.3927
H 5.7011 -1.9943 1.4020 -0.5040 0.3868 1.4272 0.4030
H -3.6927 -2.6198 1.4196 -0.7029 0.4328 -0.7964 0.2897
H -8.2034 1.2889 -4.9046 -0.2827 -0.7284 -0.1693 0.3210
H 3.4412 -3.5922 1.8635 0.4891 -0.1748 -0.8805 0.1427
H 2.8986 -1.6333 2.2626 -0.0071 -1.3200 -0.9933 -0.4429
H 2.3648 2.5131 6.8793 -0.7214 0.9734 1.6066 0.4498
H 3.7890 -2.5774 -0.0930 0.3958 -0.3876 -0.8005 -1.0598
H 4.1294 -0.9946 3.3369 0.1970 -0.4280 0.7112 0.4011
H -0.3750 5.3793 3.7488 -0.2570 -0.1357 0.0959 0.4269
H 2.5508 3.6996 1.3849 -0.0933 0.8350 2.0662 0.1455
H 3.7629 1.7922 6.2168 0.6197 0.0248 -0.2365 0.2756
H -6.1380 1.9407 -3.2006 0.3848 -0.7962 -1.0811 0.3381
H -4.5102 0.1347 2.3806 0.9071 -0.5972 -0.4861 0.2871
H -4.3821 3.8385 0.3816 0.5702 -0.3252 0.1146 0.1883
H -1.5020 2.1771 -0.5205 0.2881 0.2376 -0.5107 -0.1439
H -0.3035 -6.4144 0.3741 0.1025 0.2597 -0.1167 0.3224
H 0.2405 -1.7512 -3.0387 -0.6750 -0.7923 0.2567 0.0267
H 5.7406 -5.1880 -3.4664 -0.0199 0.4768 0.5094 0.3260
H 0.9976 -3.9512 0.9333 -0.3666 0.0053 -0.6991 -0.5829
H -8.0799 -0.5176 -5.0284 0.2278 0.1125 0.1836 0.2490
H 0.1351 1.9645 -2.4050 0.0869 -0.5159 1.2647 0.2896
H 4.3895 -4.1370 -3.8664 -0.2781 -0.0031 0.0655 0.2818
H 0.7377 3.7464 5.4466 0.6916 -0.4989 0.2202 0.4979
H -4.8613 -0.3299 -1.3632 0.1225 -0.4069 0.4619 0.4172
H 0.4490 4.7953 2.2524 -0.1134 0.3460 0.7454 0.0262
H -2.3008 4.3085 -0.9692 -0.0629 0.1357 0.1704 0.4005
H -0.5919 -2.8114 -4.9556 0.4400 -0.0405 -0.0792 0.3642
H -0.6720 -2.0628 2.6173 0.5806 -0.5811 0.4834 -0.1097
H 2.4626 1.0382 -2.3235 -0.6427 -0.5685 0.2208 0.3352
H 3.6932 -1.7991 -2.4693 0.8492 -0.0107 0.2769 0.2275
H 6.6665 -3.3439 0.7152 -0.5535 -0.1213 0.5777 0.3717
H -1.2102 -5.4431 4.0905 -0.5094 0.0088 -0.2406 0.3573
H 0.8156 -1.2085 0.3703 0.2034 -0.0150 -0.3374 -0.2916
H 1.7217 -3.7828 -0.7197 -0.4574 -0.5574 0.4470 -0.4185
H -5.2448 -2.1011 0.9597 1.3308 -0.3870 -0.1470 0.3334
H 3.4578 5.7715 -1.4155 0.1100 -0.7912 0.7051 0.4073
H 2.8262 3.4402 -1.3462 0.7723 -0.7578 -1.0327 0.3823
H -7.9496 0.4208 -3.4959 0.2914 -0.6008 1.3922 0.3394
H 4.2547 5.2431 0.1137 -0.0628 -0.2475 0.0064 0.2886
H 3.9874 -4.7092 -1.4194 -0.4272 -0.5695 -0.6462 0.3986
H 3.3263 1.4332 1.0299 0.1669 0.7001 -0.5663 0.4617
H -1.4297 4.5236 0.6183 0.1295 0.8203 -0.3766 -0.0911
H 2.6392 -5.5076 0.5371 -0.2944 0.1765 0.0070 0.4180
H -1.9669 1.2359 3.1531 0.4928 0.0860 -0.0841 0.0120
H -2.6138 -1.4995 -5.3881 0.6826 -0.0349 0.7871 0.3925
H -0.8818 -3.9186 -0.8512 0.6264 -0.3795 0.0105 -0.0365
H 1.8661 6.7175 -0.2435 0.3063 -0.2525 0.2652 0.2999
H 1.7423 0.5307 2.1998 -0.5395 -0.3847 -0.1397 -0.1932
H 4.6550 -4.6597 1.7394 0.1393 0.2057 -0.3861 0.2773
H 6.0381 -3.5872 -4.1551 -0.1911 -0.1324 0.1842 0.2863
H -3.6332 3.5372 -4.7249 0.2041 -0.0150 0.3690 0.3959
H -2.7174 2.7004 -3.3919 0.0102 0.1694 -0.4620 0.0662
H 5.6519 -5.0577 -0.7965 -0.7126 0.9340 -0.6564 0.3764
H -1.1794 -2.9304 4.6661 -0.2041 -0.3505 -0.1230 0.3539
H 2.1749 1.2117 5.8013 -0.2041 -0.2774 -0.5555 0.3115
H -0.7082 -0.3894 0.1837 0.1640 -0.2152 -0.1263 -0.6082
H -0.0701 -5.3230 -1.6541 0.1792 0.4570 0.1198 0.2779
H -1.9501 -3.3947 -3.9620 0.9001 0.7075 -0.0566 0.2882
H 2.9249 -2.1454 -3.9925 -1.0363 -0.9666 -0.4254 0.3267
H -2.7138 0.3759 4.4307 -0.6122 -0.3563 0.2428 0.3799
H -0.6052 0.6103 -2.5482 -0.0572 0.3666 1.1513 -0.1390
H -4.0235 0.8564 -3.5325 0.1924 -0.7580 0.0393 -0.5836
H -4.2847 3.3663 -3.0952 -0.2173 0.0423 0.0778 0.3777
H 6.3371 -1.9655 -0.1426 -0.7090 -0.0907 -0.3686 0.3467
H 1.3849 -1.7656 3.8437 -1.0108 -0.4584 -1.0267 0.4224
H -2.9101 -0.7934 -0.1208 0.8755 0.1731 0.0709 -0.7309
H 1.0589 1.1510 -0.1953 0.2390 0.0274 -0.0595 -0.4456
H 3.5313 4.2394 3.4666 1.0944 0.0546 0.1293 0.1854
H -3.6821 5.3168 0.8301 0.0679 0.8697 0.0570 0.4834
H -2.9688 3.0450 2.1579 0.3766 -0.8769 0.3406 0.3443
H -3.2260 0.9897 1.5052 0.1797 -0.2723 0.2384 -0.1235
H 0.9377 2.8507 3.9577 -0.2417 -0.7065 -0.6496 0.0674
H -5.8213 -0.1794 0.0713 -0.6120 0.4947 0.4542 0.4915
H -4.1605 0.4776 -6.0653 0.2489 0.4516 0.8455 0.2243
H 1.4120 4.1449 -0.6764 0.4996 0.5812 -0.1473 -0.0518
H 2.9538 5.5429 2.5017 0.4320 -0.4778 0.3950 0.2355
H -4.5140 1.0116 -0.4195 -0.3172 1.2475 0.4079 0.2415
H -1.0649 -0.0849 4.0290 -0.8804 0.1479 -0.8079 0.1316
H -0.2198 -5.0862 2.6873 0.3356 -0.1186 -0.2238 0.1487
H 2.9535 1.1694 3.2736 0.0492 -0.2062 -0.1497 0.1827
H 0.3513 -3.8245 4.6576 0.1025 0.3631 -0.0815 0.3664
H -2.8294 -1.2247 -3.6392 0.3421 -0.1022 -0.1507 -0.0892
H -0.1881 -1.4663 -1.1096 0.1386 -0.0659 0.1738 -0.3657
H -1.8804 0.4992 -4.9259 -0.3887 0.6336 -0.3887 0.3498
H -2.1160 -4.9178 1.7759 0.0065 -0.2285 -0.7591 0.3595
H -3.8681 2.0595 -6.2135 0.3468 -0.5808 0.6331 0.3267
H 2.0873 5.5298 4.7629 -0.7004 -0.0946 -0.4331 0.1967
H 2.8404 -0.0558 -1.0441 0.0816 -0.3195 0.4334 0.5160
H -6.1550 2.5288 -4.8598 0.3141 0.6224 -0.0720 0.4529

***

(2)
42
Properties=species:S:1:pos:R:3:forces:R:3:mulliken_charge:R:1 method="wB97M-V/def2-TZVPD" lumo_energy_ev=1.793 largest_force_ha_per_bohr=0.0948 de_lowest_ev=0.000 charge=-1
Hf -0.5862 -0.2581 1.1678 4.1841 2.4912 -0.2431 1.9222
Br -1.2043 -2.9851 1.5772 -0.0449 1.8445 -0.1908 -0.5596
Br -1.5336 1.2161 3.2552 0.5220 -1.1426 -1.4525 -0.4974
Cl -0.8234 -0.3242 -2.7473 -0.3328 1.1937 -0.1172 1.7134
Cl 2.5538 -0.7351 3.5935 -1.2329 0.5096 -0.2400 1.6066
O -2.1869 -0.1884 -3.2026 0.4376 -0.3242 -0.1330 -0.6833
O -1.5605 1.7140 -0.1325 0.8785 -1.1615 0.8904 -0.1473
O 2.8402 -2.1890 -1.2065 -0.0128 -0.1237 -0.3919 -0.4847
O -0.0876 -1.3002 -3.4878 -0.3477 0.0792 0.3410 -0.6457
O 1.3286 -1.7785 0.2564 -0.4801 0.5186 -0.0934 0.1145
O -0.9107 -0.7263 -1.3351 0.2468 -0.5905 1.5784 -0.5583
O -5.1170 0.6303 1.0330 -0.4664 0.6403 0.5093 -0.5254
O 2.4955 0.3450 4.5520 0.5674 -0.5664 -0.7730 -0.6657
O 1.0870 1.1746 0.7187 -3.2988 -3.0904 1.3432 -0.1763
O 1.2320 -0.7689 2.9156 -0.8969 -0.1798 -0.4458 -0.6936
O -3.0773 2.6151 -1.2995 -0.3633 0.0619 -0.5243 -0.5731
O -3.1433 -0.0956 0.6417 1.0695 -0.2128 0.6374 -0.3730
O 3.5564 -0.5835 2.5785 0.1553 0.5183 0.1419 -0.6142
O -0.1663 0.9608 -2.7946 -0.0527 -0.2483 -0.0562 -0.6786
O 2.7334 -1.9910 4.2431 0.0295 -0.3798 0.3684 -0.6565
N -4.3260 -0.0059 0.4109 -0.5213 -1.4173 -0.9893 0.6837
N -1.9552 2.5735 -0.8651 -0.6532 1.0754 0.4849 0.8001
N 2.1608 -2.4905 -0.2635 0.5707 0.0483 0.9870 0.6245
C -1.0371 3.6905 -1.1639 0.5318 -0.1499 -0.6853 -0.8121
C -4.8028 -0.8136 -0.7775 0.6991 0.4889 -0.0868 -0.7031
C 2.3699 -3.8102 0.3917 0.2928 -0.8343 -0.7194 -0.8604
C 3.1327 0.9192 -0.6447 0.0956 -0.3114 0.0449 -1.0181
C 2.2177 1.7950 0.1869 -0.9591 -0.1146 -0.9720 -0.2411
H -3.9018 -1.3055 -1.1306 -0.1832 -0.0964 -0.2245 0.2254
H 2.7616 -3.7569 1.4034 -0.4665 0.6850 0.1431 0.2336
H 2.7846 2.3475 0.9416 -0.1545 -0.0767 0.1934 0.2649
H 3.7236 0.2053 -0.0678 -0.0346 0.1707 0.1953 0.1661
H -0.2113 3.6971 -0.4603 -0.1234 -0.2362 0.1011 0.2130
H -5.1557 -0.0771 -1.4944 -0.0292 -0.0680 -0.0613 0.3017
H 2.5634 0.3335 -1.3675 -0.0649 0.2109 -0.0378 0.1710
H -5.5890 -1.5101 -0.5080 -0.0034 0.1604 0.3557 0.2899
H 1.4034 -4.3038 0.3252 0.0083 -0.0298 0.3588 0.2938
H -0.6763 3.4170 -2.1574 0.1489 0.3095 0.0071 0.3059
H 3.8055 1.5917 -1.1836 0.1215 -0.1304 -0.0524 0.4303
H 3.1128 -4.3499 -0.1912 -0.1420 0.1046 -0.2142 0.3437
H 1.7662 2.4913 -0.5387 0.5230 0.5156 0.0765 0.1455
H -1.5770 4.6301 -1.1723 -0.2179 -0.1411 -0.0539 0.3175

***

(3)
17
Properties=species:S:1:pos:R:3:forces:R:3:mulliken_charge:R:1 method="wB97M-V/def2-TZVPD" lumo_energy_ev=-0.336 largest_force_ha_per_bohr=0.0686 de_lowest_ev=0.477
Cl 1.6164 0.0130 -2.6911 0.9294 -0.6070 -0.5300 -0.1548
Cl -2.5026 1.2152 1.9153 0.4569 -0.1629 -0.7402 -0.1757
O -1.2952 -1.6468 2.2540 -0.6264 -0.5887 0.7986 -0.5070
O 0.7621 -1.9042 1.3697 -0.7960 -0.8083 -0.2648 -0.3391
N 0.9978 0.1602 0.4515 -1.5711 2.6717 0.6432 -0.2797
C -1.2916 0.8846 0.6609 -0.9461 0.4059 1.0255 0.2157
C -0.1347 0.1791 1.1133 -0.4174 -0.6154 -1.2858 0.1630
C 0.7521 0.8319 -1.4682 -1.2365 -0.2378 -0.6044 0.0405
C -1.6282 0.9577 -0.6818 1.7503 0.8773 2.7262 -0.5229
C -0.3477 -1.2000 1.7195 0.4654 0.8126 -0.5956 0.6606
C -0.6044 0.6532 -1.5626 -1.1961 0.3349 -1.9996 -0.4842
C 1.5980 -1.0435 0.6478 2.5711 -1.8368 -1.5735 -0.3771
H 2.4296 -0.9323 1.3008 1.3389 0.2163 0.1952 0.3279
H -2.6300 1.2384 -0.9389 -0.3176 -0.3098 -0.3462 0.4397
H 1.9897 -1.3414 -0.4248 -0.9336 -0.4888 2.1317 0.2582
H 1.3046 1.6864 -1.1864 -0.0107 0.6502 0.7251 0.3836
H -1.0157 0.2483 -2.4789 0.5396 -0.3134 -0.3053 0.3514